Record 1
55
Properties=species:S:1:pos:R:3:forces:R:3 method="wB97M-V/def2-TZVPD" e_lumo_ev=-2.453 energy_ev=-34880.58907 mol_weight_g_mol=322.325 e_homo_ev=-12.6848 orbital_gap_ev=10.232 charge=+1 e_above_lowest_kcal_mol=81.1
C 0.44438 -1.25570 -0.11051 -0.48 -0.55 0.26
O 0.49918 -1.35773 1.32912 0.17 0.04 -0.55
C -0.27885 0.05277 -0.45350 3.17 0.23 -0.90
C -1.15462 -0.20973 -1.67103 -2.27 0.60 -0.31
C -0.48775 -0.84949 -2.87741 1.22 -1.43 -0.08
O -1.43422 1.01926 -2.32535 -0.36 1.91 0.15
N 0.77714 1.11647 -0.97845 -0.27 0.08 0.40
H 1.43402 -1.39488 -0.57282 -0.33 0.54 0.22
H -0.15487 -2.06952 -0.56467 0.07 0.13 0.71
H 0.89548 -2.20530 1.57069 -0.41 -0.13 -0.06
H -0.64390 0.53433 0.46595 -0.58 -0.46 -0.73
H -2.18067 -0.71911 -1.35850 2.59 0.87 -0.63
H -0.94082 -0.42179 -3.77997 -0.25 -0.59 0.39
H -0.60571 -1.93933 -2.82255 0.25 0.19 -0.42
H 0.59952 -0.61629 -3.01645 -0.68 -0.25 0.56
H -2.13932 1.57754 -1.95908 -0.03 -0.79 0.29
H 1.75978 0.89285 -1.16194 0.02 -1.47 0.25
H 0.88289 1.92949 -0.34429 -0.88 0.07 -0.07
H 0.49615 1.37994 -1.92988 -0.50 0.42 0.83
H 3.37752 0.19710 -2.63189 -0.69 -0.58 0.19
H 3.73531 -0.29276 -1.23047 -2.46 -0.36 -1.69
O 2.94077 -0.34222 -1.93451 3.42 1.03 1.10
H 0.04418 -4.80684 0.68391 -0.15 0.19 0.34
H -0.84322 -4.67082 1.93648 0.06 0.00 -0.03
O -0.17870 -4.20795 1.41495 0.24 -0.19 -0.37
H -2.79635 3.20853 3.23116 -0.52 -0.99 0.06
H -2.31097 3.78327 2.04412 -0.86 -1.50 -0.73
O -2.84626 2.96591 2.28687 1.09 2.56 0.46
H 0.57020 2.35498 2.06843 0.48 0.63 -0.31
H 1.41823 3.55643 1.37258 0.40 0.18 0.53
O 0.72290 2.91773 1.26605 -0.79 -0.53 -0.47
H 1.00621 2.36812 -3.52213 -0.75 0.01 -0.46
H 2.44267 2.71132 -3.54451 0.58 0.26 -0.18
O 1.70434 2.65795 -2.94278 0.27 0.03 0.14
H -1.23021 1.59458 2.01200 -0.38 0.12 -0.10
H -0.48448 0.42730 2.77801 -1.03 2.63 0.16
O -0.79549 1.41102 2.84308 2.34 -2.29 0.41
H -4.09695 0.02851 -0.66835 -0.17 -0.53 -0.75
H -4.18143 -0.21138 -2.26065 -0.62 -0.37 -0.19
O -3.76215 0.27597 -1.56392 -0.28 1.15 0.39
H 4.03048 -0.83423 0.84264 -0.07 1.20 -0.97
H 4.98972 0.28009 0.95493 0.52 0.63 -0.10
O 4.25683 0.03145 0.38832 -0.14 -1.93 1.13
H -2.91979 0.68058 2.52589 0.10 -0.36 0.62
H -2.87023 -0.63587 3.42439 -0.04 0.50 -0.09
O -2.60272 -0.23628 2.58561 -0.52 -0.86 -0.17
H -3.70812 -0.97217 1.26867 -0.07 0.60 0.32
H -4.76704 0.19381 1.13228 0.04 -0.07 0.54
O -4.42816 -0.60848 0.73261 -0.64 -0.48 -0.52
H 2.74648 0.74387 1.43881 0.09 0.00 -0.25
H 1.54864 -0.05306 1.99642 -0.13 -0.39 -0.28
O 2.23426 0.57894 2.22961 0.16 0.41 0.78
H 3.63632 -3.76503 -0.70821 -1.34 0.80 -0.01
H 2.84436 -3.49921 0.52452 -0.32 -0.04 0.30
O 2.80503 -3.29495 -0.41429 1.72 -0.85 -0.13

Record 2
100
Properties=species:S:1:pos:R:3:forces:R:3 method="wB97M-V/def2-TZVPD" e_lumo_ev=-0.716 energy_ev=-493225.75830 mol_weight_g_mol=1255.199 e_homo_ev=-8.1675 orbital_gap_ev=7.452 charge=0
N -1.37821 2.71669 4.87546 0.84 -1.01 0.67
C -0.93638 1.41929 4.75593 0.03 -0.15 -0.58
C 0.36417 1.42938 4.28108 -1.30 -0.24 0.58
C 0.69863 2.78323 4.13491 0.98 0.48 0.47
C -0.32713 3.56541 4.62434 -0.27 -0.19 -0.93
H -2.30931 2.89635 5.19767 0.04 0.55 0.09
H -1.63608 0.60960 4.88030 0.05 -0.10 0.16
H 1.01058 0.58194 4.11658 -0.26 0.10 -0.04
H 1.67944 3.06252 3.77600 -0.15 0.53 0.15
H -0.42114 4.63200 4.73354 -0.01 0.01 -0.08
N 2.27156 2.73524 0.19457 -0.42 0.36 0.21
C 2.04663 4.08364 0.21413 0.72 0.42 -0.63
C 3.28504 4.69501 0.16795 -0.79 0.80 -0.02
C 4.26625 3.70660 0.14547 0.15 -0.79 0.33
C 3.61415 2.48769 0.19677 0.37 0.05 -0.08
H 1.50681 2.07767 0.15369 0.44 -0.20 0.21
H 1.07181 4.52447 0.08765 -0.11 -0.18 0.26
H 3.48984 5.75465 0.14681 -0.22 -0.01 0.00
H 5.32433 3.90891 0.15487 0.06 -0.30 0.00
H 4.00980 1.48978 0.29089 -0.10 -0.04 -0.16
C 0.30558 -0.99828 0.81481 0.10 0.21 0.49
Br -0.21790 0.40771 -0.45719 -0.11 -0.83 0.50
Br -1.15838 -1.53625 2.01680 0.61 0.55 -0.63
Br 1.88336 -0.45549 1.80924 -0.37 -0.24 -0.40
H 0.60851 -1.87584 0.25794 -0.20 0.06 -0.19
C -0.78798 -5.20738 -0.57312 -0.47 0.81 0.15
Br 0.10040 -4.80214 1.10610 -0.11 -0.47 -0.40
Br -0.91466 -3.53162 -1.59966 -0.26 -0.49 0.21
Br -2.56150 -6.00787 -0.30478 0.92 0.33 -0.15
H -0.16444 -5.85687 -1.17037 -0.08 -0.21 0.16
C -3.65359 -2.33787 6.26598 -0.24 -0.06 -0.91
C -2.92073 -2.93840 5.23074 -0.78 0.96 0.69
C -1.56704 -2.71415 5.17237 0.43 -0.89 -0.26
C -0.92702 -1.98894 6.17375 -0.63 0.21 -0.41
C -1.64361 -1.39882 7.19696 0.07 -0.46 0.17
C -3.02529 -1.59103 7.23119 0.47 0.29 0.53
N 0.52352 -1.79558 6.10044 0.52 -0.47 0.18
O 1.11628 -2.29997 5.16391 -0.20 0.16 -0.13
O 1.06758 -1.20390 7.00929 -0.19 0.18 -0.01
H -4.73591 -2.36555 6.22695 0.02 -0.29 0.24
H -3.46328 -3.46820 4.46076 0.24 -0.17 -0.07
H -1.03453 -3.19990 4.36682 0.41 0.27 0.15
H -1.11010 -0.87601 7.97777 -0.08 0.16 -0.07
H -3.59421 -1.16241 8.04577 -0.02 0.09 -0.07
C 3.46769 -5.91632 -4.42805 0.46 -0.71 0.10
C 2.32442 -5.25644 -4.04726 -0.06 1.09 -0.16
C 2.40057 -4.19549 -3.12649 -0.37 -0.85 -0.22
C 3.58277 -3.98821 -2.45067 0.38 0.37 -0.80
C 4.73804 -4.70488 -2.77944 -0.35 0.23 0.08
C 4.66953 -5.65166 -3.78436 0.29 0.09 0.85
N 3.68891 -2.80808 -1.56829 0.21 -0.68 0.02
O 2.67777 -2.36811 -1.06668 -0.45 0.15 0.00
O 4.79976 -2.36910 -1.39115 0.31 0.31 0.13
H 3.45329 -6.68059 -5.19465 -0.16 0.04 -0.02
H 1.39820 -5.44117 -4.57482 -0.06 0.01 0.08
H 1.53463 -3.56773 -2.98410 0.08 0.03 0.31
H 5.68609 -4.52432 -2.29516 -0.12 0.18 0.16
H 5.58929 -6.20138 -3.93302 -0.18 -0.14 -0.57
C -2.52066 2.53052 -4.83060 0.09 0.65 -0.08
C -2.31271 2.34031 -3.47892 -0.03 -0.49 0.68
C -2.99267 1.33743 -2.81242 -0.10 -0.59 -0.02
C -3.91382 0.53806 -3.49792 0.98 0.94 -0.10
C -4.15831 0.75865 -4.84421 0.20 -0.26 0.04
C -3.42802 1.74521 -5.50771 -0.51 -0.32 -0.07
N -4.50816 -0.61177 -2.82043 -0.18 0.13 -0.32
O -5.46895 -1.12545 -3.35477 -0.12 -0.17 0.10
O -3.98689 -0.98870 -1.79410 0.00 -0.08 0.30
H -2.02103 3.33248 -5.35994 0.17 -0.13 0.01
H -1.59514 2.86896 -2.86370 0.05 0.41 -0.43
H -2.72501 1.14384 -1.78307 -0.35 -0.12 0.06
H -4.84976 0.10327 -5.35344 -0.04 0.10 -0.11
H -3.56322 1.90067 -6.56933 -0.13 -0.05 0.01
C 2.24149 1.00430 -2.91106 0.85 0.71 -0.05
C 3.59194 1.29868 -3.15042 -0.86 -0.70 0.49
C 4.32588 0.43846 -3.94198 0.78 0.17 0.14
C 3.70449 -0.63658 -4.55473 -0.38 0.32 0.09
C 2.34209 -0.83853 -4.42515 -0.17 -0.46 0.10
C 1.61686 -0.05289 -3.53921 -0.11 0.67 -0.67
N 4.45044 -1.51262 -5.47154 0.30 0.29 -0.45
O 5.66215 -1.41830 -5.50296 -0.13 0.03 0.30
O 3.80743 -2.23923 -6.20362 -0.12 -0.21 0.17
H 1.69354 1.67524 -2.26587 -0.11 -0.04 0.00
H 4.04428 2.13350 -2.63566 0.12 0.05 -0.11
H 5.38691 0.62350 -4.04533 -0.02 -0.22 -0.26
H 1.88591 -1.61288 -5.02456 -0.10 -0.03 0.08
H 0.53518 -0.05987 -3.48683 0.01 -0.66 0.10
C -3.07372 1.62367 1.30755 -0.30 0.01 -0.45
C -2.08932 2.42726 1.86523 -1.19 0.22 0.15
C -2.36207 3.79358 2.01737 1.42 -0.27 0.03
C -3.48218 4.36294 1.47321 -0.27 -1.37 -0.35
C -4.42019 3.55958 0.80483 -0.16 0.81 0.84
C -4.24820 2.19408 0.77764 0.54 0.31 -0.27
N -3.68961 5.78526 1.62339 -0.16 0.54 -0.10
O -4.79006 6.22528 1.39548 -0.95 -0.02 -0.26
O -2.76114 6.48085 1.95913 0.82 0.07 0.31
H -2.91269 0.55438 1.26500 -0.11 0.00 -0.10
H -1.19430 1.98368 2.28162 0.03 0.16 -0.04
H -1.62010 4.37795 2.54679 -0.21 0.23 -0.17
H -5.33745 4.00204 0.44170 0.13 0.09 -0.18
H -5.03005 1.67137 0.24357 0.21 -0.62 0.25